83
Properties=species:S:1:pos:R:3:forces:R:3 method="wB97M-V/def2-TZVPD" energy_ha=-6102.219866 gap_ha="0.216 / 0.192" relative_energy_kcal_mol=0.0 max_force_ev_per_a=2.782 total_charge=+2 multiplicity=6 homo_ev="-11.92 / -11.92" molar_mass_g_mol=665.57
N -6.877 5.285 -5.305 -0.31 0.38 -0.38
C -6.687 5.903 -4.128 0.59 -1.50 -0.39
C -5.822 5.347 -3.169 0.36 -0.19 0.40
C -5.100 4.123 -3.394 -1.64 1.38 -1.77
C -5.345 3.567 -4.679 -0.12 0.04 -0.19
C -6.230 4.161 -5.610 0.62 -0.03 1.57
C -4.151 3.539 -2.445 -0.29 -0.24 -1.04
Mn -0.680 0.155 0.790 0.29 1.64 0.58
P 5.375 -0.703 0.191 1.72 -0.34 0.17
C -3.409 2.453 -2.789 -0.98 0.51 0.99
C -2.387 1.959 -1.915 0.54 0.05 0.03
C -1.204 1.417 -2.533 -0.76 0.82 0.56
C -0.035 1.548 -1.816 0.58 0.01 1.44
C -0.082 2.000 -0.438 -0.30 -0.60 -1.17
C -1.308 2.359 0.224 1.46 -0.09 -0.55
C -2.494 2.274 -0.536 0.62 -0.24 -0.25
Br 1.655 1.585 0.483 -1.36 0.73 -0.13
H -4.060 4.089 -1.505 0.24 -0.33 -0.21
H -3.505 1.993 -3.751 -0.04 -0.02 -0.39
H -5.718 5.907 -2.237 0.13 -0.32 -0.10
H -4.846 2.657 -5.011 -0.12 0.15 0.15
H -7.265 6.824 -3.972 0.45 -0.48 0.10
H -6.407 3.680 -6.586 0.03 0.46 0.57
H -1.303 1.059 -3.580 0.49 0.46 0.83
H -3.517 2.495 -0.175 1.05 0.09 0.13
H 0.988 1.373 -2.179 -0.75 -0.31 -0.24
H -1.186 2.785 1.221 -0.62 -0.24 -0.07
P -0.716 -1.974 0.063 -0.41 -1.60 -1.24
C 5.078 1.080 0.370 -0.49 0.24 0.16
C 6.324 1.851 -0.086 -0.22 0.21 0.19
H 4.876 1.256 1.447 0.14 0.04 -0.40
H 4.169 1.356 -0.193 0.42 0.21 0.12
H 6.260 2.897 0.225 0.06 -0.04 -0.18
H 7.215 1.412 0.368 -0.09 0.07 -0.02
H 6.459 1.808 -1.170 -0.08 0.01 0.10
C 4.682 -1.187 -1.418 -0.43 0.23 -0.40
C 5.610 -2.264 -2.021 -0.40 0.17 -0.26
H 4.669 -0.272 -2.056 -0.05 -0.62 0.29
H 3.637 -1.542 -1.279 0.48 0.14 -0.37
H 5.401 -2.409 -3.084 0.01 -0.10 0.10
H 6.655 -1.969 -1.909 -0.12 0.04 -0.06
H 5.496 -3.221 -1.511 -0.04 0.01 0.01
C 4.348 -1.497 1.465 -0.15 -0.22 -0.03
C 5.248 -1.885 2.654 -0.22 -0.19 -0.05
H 3.895 -2.389 0.992 0.08 0.28 0.33
H 3.558 -0.792 1.753 -0.23 -0.28 0.19
H 4.765 -2.646 3.272 0.02 0.16 0.14
H 6.200 -2.302 2.302 -0.29 0.10 0.02
H 5.490 -1.015 3.273 -0.05 -0.11 -0.06
C -0.570 -3.223 1.382 0.19 0.02 0.65
C -1.561 -4.379 1.316 -0.14 -0.30 0.09
H -0.663 -2.670 2.335 0.05 -0.45 -0.42
H 0.462 -3.607 1.331 -0.27 0.22 -0.03
H -2.551 -4.096 1.672 0.00 0.11 -0.09
H -1.667 -4.785 0.309 0.05 -0.01 0.01
H -1.225 -5.198 1.957 0.02 0.10 -0.07
C 0.617 -2.355 -1.128 0.54 -0.29 0.06
C 0.224 -2.304 -2.600 0.20 -0.16 -0.01
H 1.026 -3.351 -0.864 -0.20 0.48 -0.18
H 1.410 -1.613 -0.908 -0.20 -0.43 -0.17
H -0.583 -3.003 -2.817 0.02 0.03 -0.06
H -0.085 -1.306 -2.894 -0.11 0.13 -0.07
H 1.081 -2.579 -3.220 -0.10 0.03 0.07
C -2.357 -2.091 -0.780 0.40 -0.60 -0.86
C -3.556 -1.747 0.094 -0.29 0.09 0.31
H -2.461 -3.096 -1.222 0.03 0.31 0.17
H -2.318 -1.402 -1.646 0.21 -0.29 0.39
H -4.142 -0.954 -0.368 -0.11 -0.09 -0.01
H -4.211 -2.610 0.255 0.19 0.23 -0.03
H -3.264 -1.376 1.078 -0.03 -0.05 0.16
C -1.209 -1.959 5.604 -0.58 0.28 -0.83
N -0.285 -0.858 5.298 0.09 0.76 0.11
C 0.502 -0.214 6.257 0.01 -0.37 0.15
C 1.222 0.756 5.631 -0.52 -0.60 0.10
N 0.824 0.718 4.295 -0.80 -0.76 0.64
C -0.180 -0.203 4.120 1.07 0.65 1.36
S -1.423 -0.208 2.956 -0.42 -0.07 0.21
H -2.257 -1.596 5.479 0.77 -0.39 0.17
H -1.019 -2.801 4.903 -0.14 0.54 0.58
H -1.023 -2.255 6.632 -0.08 -0.13 -0.05
H 0.408 -0.515 7.313 0.40 0.27 -0.86
H 1.921 1.468 6.058 -0.11 -0.25 -0.41
H 1.193 1.279 3.557 0.00 0.41 -0.25

***

76
Properties=species:S:1:pos:R:3:forces:R:3 method="wB97M-V/def2-TZVPD" energy_ha=-3384.077940 gap_ha="0.297 / 0.297" relative_energy_kcal_mol=9.5 max_force_ev_per_a=1.739 total_charge=+1 multiplicity=3 homo_ev="-10.27 / -10.27" molar_mass_g_mol=726.63
Tm -0.040 -0.012 0.019 0.15 -0.99 0.07
C -0.936 -1.376 4.409 0.08 0.02 -0.02
C 0.360 -1.002 4.093 -0.02 -0.12 0.03
C 0.598 0.103 3.289 0.08 0.17 0.10
C -0.474 0.856 2.801 0.03 0.05 -0.32
C -1.778 0.459 3.114 0.00 0.01 -0.01
C -2.005 -0.643 3.920 -0.11 0.08 0.01
P -0.320 2.380 1.754 0.68 -0.07 0.61
C -0.563 3.699 2.993 -0.29 -0.02 -0.35
C -0.268 3.566 4.346 0.00 -0.11 -0.15
C -0.428 4.650 5.190 0.05 0.01 0.12
C -0.877 5.864 4.695 -0.05 0.03 -0.09
C -1.180 5.998 3.349 0.02 0.11 0.07
C -1.028 4.916 2.503 0.04 -0.16 -0.08
C 1.488 2.359 1.474 -0.21 -0.04 -0.37
C 2.360 3.295 2.011 -0.10 -0.06 0.02
C 3.711 3.199 1.725 0.15 -0.04 0.00
C 4.160 2.173 0.914 0.09 0.00 -0.05
C 3.266 1.261 0.370 -0.30 -0.32 -0.18
C 1.883 1.309 0.600 -0.01 0.51 0.31
H -1.111 -2.224 5.053 -0.01 -0.11 0.04
H 1.194 -1.557 4.495 0.09 -0.06 0.02
H 1.619 0.424 3.113 -0.07 -0.04 -0.13
H -2.603 1.060 2.754 -0.08 -0.07 -0.07
H -3.015 -0.919 4.184 -0.09 -0.03 0.00
H 0.086 2.620 4.730 0.03 -0.06 0.07
H -0.195 4.551 6.241 0.01 -0.02 0.07
H -1.001 6.706 5.359 0.00 0.08 0.09
H -1.533 6.941 2.959 -0.04 0.08 -0.01
H -1.263 4.996 1.450 -0.05 0.11 -0.05
H 1.994 4.094 2.639 -0.03 0.04 0.08
H 4.411 3.909 2.140 0.03 0.09 0.02
H 5.215 2.090 0.689 0.08 -0.01 0.00
H 3.677 0.487 -0.277 0.04 0.10 0.20
N -2.716 -4.087 -1.783 -0.24 -0.27 0.00
C -2.326 -3.908 -0.386 0.14 0.12 0.20
C -1.434 -2.670 -0.318 -0.36 -0.17 -0.64
O -0.958 -2.196 0.696 0.38 0.46 0.15
O -1.224 -2.132 -1.501 -0.06 -0.34 0.06
H -2.315 -4.917 -2.200 -0.04 0.00 0.07
H -1.832 -2.682 -2.112 0.26 0.25 0.21
H -3.721 -4.130 -1.902 0.08 0.05 0.00
H -1.760 -4.752 0.019 -0.05 0.08 -0.04
H -3.184 -3.753 0.276 0.13 0.04 -0.13
C 2.440 -2.717 -3.047 0.17 0.25 0.61
S 2.760 -1.541 -1.675 -0.12 0.35 -1.70
O 1.506 -1.598 -0.849 -0.92 0.23 0.75
C 2.559 0.001 -2.626 0.20 -0.16 0.17
C 1.286 0.499 -2.886 -0.11 -0.19 -0.10
C 1.149 1.786 -3.395 -0.07 -0.20 0.12
C 2.273 2.556 -3.656 0.10 -0.09 -0.04
C 3.538 2.016 -3.481 -0.09 0.01 -0.01
C 3.682 0.746 -2.945 -0.05 -0.24 0.04
H 1.485 -2.493 -3.508 -0.14 0.15 0.03
H 2.436 -3.719 -2.626 0.03 -0.03 0.08
H 3.244 -2.621 -3.767 0.15 0.06 -0.08
H 0.402 -0.136 -2.783 0.07 0.12 0.16
H 0.161 2.175 -3.591 -0.06 0.03 0.01
H 2.165 3.570 -4.010 -0.02 0.03 -0.09
H 4.417 2.583 -3.744 0.05 0.09 0.06
H 4.666 0.340 -2.764 0.15 0.00 0.09
C -5.477 -0.844 -0.258 0.06 0.08 0.01
C -4.835 0.550 -0.249 -0.09 -0.12 0.16
C -5.430 1.394 -1.381 0.10 -0.02 0.07
C -5.073 1.224 1.110 -0.03 -0.02 -0.11
C -3.388 0.448 -0.455 -0.29 0.06 -0.19
C -2.195 0.467 -0.679 0.82 0.10 -0.02
H -6.552 -0.760 -0.102 -0.07 -0.02 0.02
H -5.061 -1.465 0.535 0.02 -0.04 0.06
H -5.307 -1.336 -1.216 0.00 -0.03 -0.06
H -6.506 1.487 -1.255 -0.12 0.03 0.01
H -5.226 0.933 -2.346 -0.01 -0.02 -0.05
H -4.982 2.385 -1.378 -0.02 0.12 -0.03
H -6.136 1.409 1.257 -0.08 0.02 0.05
H -4.537 2.172 1.155 -0.04 0.06 0.03
H -4.713 0.587 1.920 -0.03 -0.01 0.01

***

45
Properties=species:S:1:pos:R:3:forces:R:3 method="wB97M-V/def2-TZVPD" energy_ha=-1466.062553 gap_ha="0.360 / 0.196" max_force_ev_per_a=6.728 total_charge=+1 multiplicity=2 homo_ev="-12.85 / -12.82" molar_mass_g_mol=300.33
N -0.573 0.220 -1.875 0.87 -0.51 -0.14
C 0.306 1.219 -1.305 0.19 -0.15 1.22
C 1.356 1.957 -2.189 -0.96 0.11 -0.02
S 2.779 0.861 -2.422 2.46 6.25 -0.45
C -0.578 2.234 -0.518 -0.91 1.37 0.37
N -1.763 1.799 -0.043 1.74 -0.78 -0.67
O -0.194 3.401 -0.344 0.28 -0.67 -0.52
H -0.883 0.315 -2.829 0.12 0.67 -0.12
H -0.253 -0.730 -1.809 -0.25 0.02 0.21
H 0.976 0.752 -0.523 -1.07 0.07 -0.33
H 1.668 2.917 -1.736 0.06 -0.59 -0.06
H 0.876 2.245 -3.147 0.56 -0.33 0.07
H 2.156 -0.331 -2.331 -1.29 -1.08 -0.01
H -2.048 0.843 -0.275 0.02 0.56 0.29
H -2.497 2.457 0.147 0.18 0.26 0.30
H 2.538 -2.482 0.378 0.79 0.21 0.49
H 3.635 -1.673 -0.521 0.30 0.01 1.32
O 2.845 -2.212 -0.488 -0.71 -0.45 -0.81
H -1.432 -3.458 -1.180 -0.10 -0.20 -0.10
H -2.329 -2.270 -1.022 0.06 0.12 -0.48
O -2.205 -3.045 -1.582 0.33 0.18 0.21
H 0.371 1.209 2.139 -0.07 -0.10 0.24
H 1.476 1.102 3.072 0.07 -0.48 0.14
O 0.882 0.503 2.593 0.46 0.93 -0.74
H -0.045 3.508 2.987 -0.14 0.13 -0.15
H -0.052 3.468 1.390 0.11 0.02 0.47
O 0.227 3.008 2.214 0.04 0.21 -0.15
H -0.831 -3.587 1.577 -0.26 -0.02 -0.32
H -0.376 -2.481 2.453 -0.53 0.56 -0.28
O -0.817 -2.621 1.587 1.17 -1.31 0.44
H 2.484 -0.150 1.228 -0.04 0.09 0.52
H 3.522 0.928 1.476 0.12 -0.17 0.11
O 3.428 -0.031 1.400 0.06 0.18 -0.65
H -0.643 -0.462 2.836 -0.31 -0.59 0.73
H -0.345 -0.634 4.261 -0.20 -0.20 0.24
O -0.918 -1.027 3.593 0.11 0.48 -0.28
H 1.386 -1.469 -1.543 0.35 -1.19 0.96
H 2.517 -1.808 -2.559 0.24 -1.48 0.29
O 1.675 -1.373 -2.447 -1.97 -1.98 -1.98
H -4.209 0.356 -1.540 -0.13 0.10 0.96
H -3.137 0.149 -2.447 0.72 0.06 0.63
O -3.240 0.333 -1.491 -1.83 -0.71 -2.37
H -2.292 -1.298 1.666 -0.09 0.22 -0.31
H -2.840 -1.727 0.346 -0.24 0.58 0.57
O -2.604 -0.916 0.825 -0.32 -0.38 0.19

***

52
Properties=species:S:1:pos:R:3:forces:R:3 method="wB97M-V/def2-TZVPD" energy_ha=-2255.784438 gap_ha=0.343 relative_energy_kcal_mol=5.2 smiles="CCS[C@H](C)C(=O)N(C)CCOCCN(C)C(=O)c1c(C)csc1Cl" max_force_ev_per_a=0.316 total_charge=0 multiplicity=1 homo_ev=-8.85 molar_mass_g_mol=407.00
C 3.093 -0.463 -3.330 0.00 -0.01 0.01
C 3.364 0.037 -1.920 0.02 0.02 0.00
S 3.338 -1.359 -0.767 -0.02 0.00 0.02
C 3.679 -0.464 0.789 0.01 -0.02 -0.06
C 5.164 -0.219 0.995 0.00 -0.01 0.01
C 3.100 -1.282 1.946 0.02 0.04 0.05
O 3.839 -1.922 2.674 0.00 -0.02 -0.04
N 1.755 -1.246 2.156 -0.02 0.00 0.01
C 1.234 -1.996 3.290 0.00 0.00 0.00
C 0.773 -0.618 1.295 -0.02 0.00 -0.02
C -0.133 -1.638 0.608 0.02 -0.02 0.02
O -1.022 -0.986 -0.278 -0.10 -0.15 -0.08
C -0.498 -0.831 -1.581 0.16 0.25 0.08
C -1.466 0.021 -2.414 -0.22 -0.23 0.00
N -2.205 0.972 -1.612 0.13 0.16 -0.02
C -1.432 2.046 -1.024 0.01 0.00 0.01
C -3.481 0.661 -1.251 0.02 0.05 -0.04
O -4.071 -0.322 -1.662 -0.01 -0.03 0.05
C -4.159 1.598 -0.295 0.02 -0.03 0.00
C -4.333 1.285 1.091 -0.04 -0.03 -0.02
C -3.807 0.024 1.706 0.00 -0.02 -0.01
C -5.030 2.256 1.739 -0.01 -0.01 -0.01
S -5.495 3.544 0.705 0.01 0.00 -0.02
C -4.736 2.778 -0.630 0.00 0.01 0.02
Cl -4.722 3.511 -2.181 -0.01 0.01 0.00
H 3.088 0.370 -4.034 0.01 0.00 0.00
H 3.859 -1.172 -3.646 0.00 0.00 0.00
H 2.127 -0.965 -3.390 -0.01 0.00 0.00
H 4.336 0.527 -1.866 0.00 0.00 -0.01
H 2.606 0.764 -1.615 -0.01 -0.01 0.01
H 3.151 0.490 0.721 0.01 -0.01 0.01
H 5.333 0.378 1.893 -0.01 0.00 0.01
H 5.687 -1.164 1.116 0.00 0.00 0.00
H 5.582 0.314 0.141 0.00 0.01 0.00
H 1.964 -1.990 4.094 0.01 0.01 0.00
H 0.312 -1.523 3.627 -0.01 0.00 0.00
H 1.025 -3.037 3.032 0.00 0.00 0.00
H 0.157 0.067 1.889 -0.01 -0.02 -0.01
H 1.267 -0.030 0.527 0.02 0.01 0.01
H 0.484 -2.376 0.085 -0.01 0.00 -0.01
H -0.749 -2.163 1.340 0.00 0.01 0.01
H 0.490 -0.355 -1.530 0.00 0.01 0.00
H -0.360 -1.807 -2.060 0.01 0.00 0.01
H -0.906 0.555 -3.185 0.01 0.00 0.00
H -2.200 -0.617 -2.900 0.00 0.00 0.01
H -2.080 2.747 -0.506 0.01 -0.01 0.00
H -0.702 1.655 -0.308 0.00 0.00 0.00
H -0.900 2.587 -1.809 0.00 0.00 -0.01
H -4.053 -0.027 2.765 0.01 0.01 0.00
H -4.230 -0.848 1.204 0.00 0.01 0.00
H -2.724 -0.040 1.587 0.01 0.00 0.01
H -5.312 2.273 2.780 0.00 0.00 0.00